Entry 1:
Entry from the Open Molecules 2025 dataset: a 2-piece molecular cluster, C3H9NO2 overall (the ωB97M-V functional and the def2-TZVPD basis).

Results
* SMILES: CC(=O)O.CN
* total energy: -8842.131 eV
* HOMO energy: -9.309 eV
* Kohn-Sham gap: 10.1 eV

Each line ends with the Mulliken charge.
Atoms and positions in Å:
1 C -0.97696 -1.77762 1.66593  -0.98
2 C -1.64255 -0.53228 1.20616  0.78
3 O -2.38243 -0.45006 0.26938  -0.54
4 O -1.28891 0.56665 1.91945  -0.47
5 H -1.23829 -2.64979 1.08394  0.32
6 H -1.12361 -2.01286 2.71619  0.31
7 H 0.10188 -1.68762 1.60045  0.26
8 H -1.70843 1.31120 1.44677  0.32
9 C 1.94720 0.74388 -1.88685  -0.71
10 N 0.68074 1.16359 -1.24809  -0.45
11 H 1.72470 0.27496 -2.84263  0.29
12 H 2.48213 0.08725 -1.20514  0.22
13 H 2.61636 1.57601 -2.05946  0.25
14 H -0.02090 1.36969 -1.94990  0.22
15 H 0.82907 2.01698 -0.71619  0.20


Entry 2:
Entry from the Open Molecules 2025 dataset: a 2-piece molecular cluster, C3H9NO2 overall (the ωB97M-V functional and the def2-TZVPD basis).

Results
* SMILES: CC(=O)O.CN
* total energy: -8841.694 eV
* HOMO energy: -9.187 eV
* Kohn-Sham gap: 9.9 eV

Each line ends with the Mulliken charge.
Atoms and positions in Å:
1 C 0.45183 2.73071 -0.55931  -0.91
2 C 1.10186 1.41632 -0.24419  0.65
3 O 1.19878 0.90071 0.82972  -0.50
4 O 1.44349 0.72009 -1.39736  -0.46
5 H 1.00587 3.65266 -0.43500  0.29
6 H -0.39509 2.78907 0.13071  0.28
7 H -0.04064 2.65053 -1.52798  0.31
8 H 2.34853 0.39691 -1.28628  0.34
9 C -0.83591 -2.49845 0.23275  -0.62
10 N -1.65058 -1.62791 1.07203  -0.59
11 H -0.20828 -1.99612 -0.51410  0.20
12 H -1.46779 -3.20113 -0.30671  0.27
13 H -0.12012 -3.12258 0.77946  0.25
14 H -1.13443 -0.75530 1.24217  0.26
15 H -1.69750 -2.05551 1.98408  0.24